No. 1
Molecular formula: C2Br2IN
Method: DFT, ωB97M-V/def2-TZVPD

Each line ends with the natural charge from an NBO analysis.
Positions of all 6 atoms, in Å:
C  -0.0295  -0.1722  0.3451  0.1188
C  0.1661  0.5858  -0.8065  -0.3234
N  -0.1682  -0.8449  1.2665  -0.1986
Br  -0.5110  -0.0741  -2.4261  0.2212
Br  1.6837  1.6743  -0.9192  0.2258
I  -2.0718  2.5332  -0.0846  -0.0439

Its maximum force is 0.023 hartree/bohr. For the HOMO-LUMO gap (alpha / beta), the calculation gives 6.575 / 7.578 eV. For the energy above the lowest of the compared OMol25 structures with the same formula, charge and spin, the calculation gives 0.000 eV. The value obtained for the total energy is -5576.5993 Ha. The charge is 0.

No. 2
Molecular formula: C2Br2N2O2
Method: DFT, ωB97M-V/def2-TZVPD

Each line ends with the natural charge from an NBO analysis.
Positions of all 8 atoms, in Å:
N  -0.9949  0.5848  -2.3283  -0.1993
C  -0.6637  0.1529  -1.3291  0.1849
C  -0.2206  -0.3966  -0.0118  -0.1648
Br  -1.8240  -0.0145  1.3511  0.0812
Br  0.2054  -2.2568  0.0829  0.2075
N  0.9658  0.4332  0.5953  0.5206
O  0.9236  1.5886  0.2321  -0.3389
O  1.6083  -0.0916  1.4078  -0.2912

Its maximum force is 0.077 hartree/bohr. For the HOMO-LUMO gap, the calculation gives 9.423 eV. The SMILES is N#CC(Br)(Br)[N+](=O)[O-]. For the energy above the lowest of the compared OMol25 structures with the same formula, charge and spin, the calculation gives 0.163 eV. The value obtained for the total energy is -5484.0767 Ha. The charge is 0.

No. 3
Molecular formula: C2BrClF5N
Method: DFT, ωB97M-V/def2-TZVPD

Each line ends with the Mulliken spin population.
Positions of all 10 atoms, in Å:
C  0.2610  -0.0793  -0.4185  0.3145
C  -1.1068  -0.1672  0.3669  -0.0091
N  1.8728  -0.0337  0.6445  0.6212
F  0.2402  1.0457  -1.0934  0.0171
F  0.4520  -1.1016  -1.2841  0.0096
F  -1.6110  0.9454  0.8876  0.0006
F  -1.9729  -0.5905  -0.5210  0.0081
F  -0.9936  -1.1364  1.3509  0.0006
Cl  1.8737  1.5970  1.1373  0.3034
Br  3.2897  -0.6860  -0.4058  0.7339

Its maximum force is 0.087 hartree/bohr. For the HOMO-LUMO gap (alpha / beta), the calculation gives 6.985 / 7.426 eV. The value obtained for the total energy is -3664.2862 Ha. As for the spin multiplicity: 3. The charge is 0.

No. 4
Molecular formula: C2BrF2IO
Method: DFT, ωB97M-V/def2-TZVPD

Each line ends with the natural charge from an NBO analysis.
Positions of all 7 atoms, in Å:
C  -0.4911  -0.0853  1.2747  0.8245
C  0.2085  -0.0355  -0.9711  -0.0044
O  -0.3726  1.0144  1.6724  -0.5409
F  -0.9146  -1.1473  2.0512  -0.3379
F  -0.8733  0.0670  -1.7227  -0.3415
Br  1.0794  -1.5850  -1.5398  0.1458
I  1.3637  1.7717  -0.7648  0.2543

Its maximum force is 0.044 hartree/bohr. For the HOMO-LUMO gap (alpha / beta), the calculation gives 8.141 / 8.136 eV. For the energy above the lowest of the compared OMol25 structures with the same formula, charge and spin, the calculation gives 2.589 eV. The value obtained for the total energy is -3222.7729 Ha. The charge is 0.

No. 5
Molecular formula: C2BrF3I2
Method: DFT, ωB97M-V/def2-TZVPD

Each line ends with the natural charge from an NBO analysis.
Positions of all 8 atoms, in Å:
C  -0.4950  -0.1609  -0.3823  0.5173
C  0.5786  0.5600  0.4297  0.0786
F  -0.2719  0.0009  -1.6905  -0.3251
F  -0.4485  -1.4767  -0.1436  -0.3225
F  0.3166  0.4284  1.7375  -0.3376
Br  2.3069  -0.2778  0.0760  0.0826
I  -2.4738  0.5688  0.1057  0.1146
I  0.6234  2.6517  -0.0823  0.1920

Its maximum force is 0.016 hartree/bohr. For the HOMO-LUMO gap, the calculation gives 9.354 eV. For the energy above the lowest of the compared OMol25 structures with the same formula, charge and spin, the calculation gives 0.000 eV. The value obtained for the total energy is -3545.1909 Ha. The charge is 0.

No. 6
Molecular formula: C2BrFNO4
Method: DFT, ωB97M-V/def2-TZVPD

Each line ends with the natural charge from an NBO analysis.
Positions of all 9 atoms, in Å:
C  -2.5831  -0.4886  0.1228  1.0568
C  1.8008  0.3882  -0.4077  0.1627
N  0.6162  0.0593  0.0945  0.3427
O  -2.6283  -0.9836  1.1659  -0.5375
O  -2.5768  -0.0033  -0.9282  -0.5278
O  0.3671  -1.2695  0.0334  -0.6292
O  -0.2682  0.9113  0.1684  -0.4939
F  1.9200  1.8632  -0.2996  -0.4024
Br  3.3523  -0.4771  0.0504  0.0286

Its maximum force is 0.089 hartree/bohr. For the HOMO-LUMO gap, the calculation gives 7.118 eV. For the energy above the lowest of the compared OMol25 structures with the same formula, charge and spin, the calculation gives 0.425 eV. The value obtained for the total energy is -3105.7620 Ha. The charge is -1.